[1]
Molecular formula: C21H16BrN3O7W
Method: DFT, ωB97M-V/def2-TZVPD

XYZ file:
```
49
Properties=species:S:1:pos:R:3
W -0.22 -0.71 -1.21
N -1.69 -0.12 -2.87
C -2.59 0.91 -2.29
C -3.01 0.44 -0.89
O -4.16 0.49 -0.51
N -1.96 -0.07 -0.20
C -2.33 -0.97 0.89
C -1.19 -2.00 0.90
O -1.39 -3.12 1.76
O -0.90 -2.32 -0.40
H -1.13 0.30 -3.61
H -2.25 -0.87 -3.28
H -3.49 1.05 -2.89
H -2.07 1.86 -2.24
H -3.28 -1.46 0.67
H -2.42 -0.45 1.85
O 3.23 -1.38 -3.15
C 2.33 -1.38 -2.34
O 1.05 -1.38 -2.61
C 2.55 -1.55 -0.87
C 3.58 -2.31 -0.34
C 3.43 -2.91 0.89
C 2.22 -2.73 1.59
C 1.84 -3.56 2.72
C 0.60 -3.57 3.21
C -0.45 -2.61 2.74
C 0.02 -1.52 1.77
C 1.31 -1.82 1.09
N 1.45 -1.24 -0.12
H 4.45 -2.48 -0.96
H 4.18 -3.58 1.28
H 2.57 -4.26 3.10
H 0.30 -4.26 3.99
H -1.01 -2.22 3.59
H -0.01 -0.48 2.12
Br -0.44 2.99 3.13
C -0.16 3.66 1.37
C -0.26 5.02 1.12
C -0.08 5.47 -0.18
C 0.16 4.59 -1.21
C 0.26 3.22 -0.95
C 0.10 2.76 0.36
C 0.34 2.23 -2.04
O 0.25 2.50 -3.23
O 0.43 0.97 -1.64
H -0.48 5.71 1.92
H -0.15 6.53 -0.39
H 0.28 4.92 -2.23
H 0.17 1.70 0.57
```

For the energy, the calculation gives -4141.99450 Eh. As for the net charge: 0. Its expectation value of S² is 2.011. Its LUMO energy (alpha / beta) is -0.9934 / -1.2206 eV. The gap between HOMO and LUMO (alpha / beta) comes out at 6.341 / 8.247 eV. Its spin multiplicity is 3.

Atom charges from the Mulliken analysis, given in e for atoms 1 to 6: number 1, W, carries 1.50; number 2, N, carries -0.68; number 3, C, carries -0.38; number 4, C, carries 0.40; number 5, O, carries -0.70; number 6, N, carries 0.14

[2]
Molecular formula: C8H7ClF3NO2
Method: DFT, ωB97M-V/def2-TZVPD

XYZ file:
```
22
Properties=species:S:1:pos:R:3
C -0.52 -1.70 -0.61
C 0.78 -1.81 -0.42
C -1.25 -0.56 -0.06
C -0.60 0.43 0.53
C 1.47 -0.67 0.38
C 0.78 0.71 0.08
C 1.52 1.75 0.90
C -2.74 -0.71 -0.04
N 0.88 1.09 -1.32
O 0.26 2.06 -1.68
O 1.55 0.37 -2.02
F -3.27 -1.37 -1.08
F -3.08 -1.42 1.07
F -3.49 0.48 -0.04
Cl -1.37 1.79 1.33
H -1.06 -2.54 -1.04
H 1.34 -2.69 -0.71
H 1.27 -0.72 1.47
H 2.57 -0.73 0.20
H 2.48 1.85 0.37
H 1.37 1.68 1.99
H 1.11 2.71 0.73
```

For the energy, the calculation gives -1273.93390 Eh. As for the net charge: 0. As for the structure (SMILES): C[C@@]1([N+](=O)[O-])CC=CC(C(F)(F)F)=C1Cl. Its LUMO energy is -0.4506 eV. The gap between HOMO and LUMO comes out at 9.024 eV.

Atom charges from the Mulliken analysis, given in e for atoms 1 to 6: number 1, C, carries -0.68; number 2, C, carries -0.61; number 3, C, carries 0.50; number 4, C, carries 0.03; number 5, C, carries -0.61; number 6, C, carries 0.76

[3]
Molecular formula: C33H43BN8O2S2Ti
Method: DFT, ωB97M-V/def2-TZVPD

XYZ file:
```
90
Properties=species:S:1:pos:R:3
Ti 0.35 -0.79 -0.84
C 2.29 2.18 2.13
C 1.89 2.04 0.70
C 2.65 2.24 -0.43
C 2.00 1.69 -1.56
N 0.81 1.20 -1.19
N 0.71 1.44 0.28
B -0.77 1.76 0.83
N -0.84 1.85 2.40
N -0.58 0.56 2.85
C -0.98 0.51 4.10
C -1.54 1.78 4.53
C -1.36 2.59 3.39
C -1.75 4.00 3.16
C -0.80 -0.70 4.89
C -0.74 -2.01 4.02
C -1.96 -0.78 5.88
C 0.54 -0.63 5.66
N -1.77 0.75 0.28
N -1.62 0.22 -1.03
C -2.87 0.17 -1.54
C -3.82 0.38 -0.53
C -3.11 0.64 0.61
C -3.92 0.81 1.93
C -3.28 -0.08 -3.04
C -4.44 -1.10 -3.03
C -2.07 -0.54 -3.71
C -3.71 1.31 -3.58
C 2.42 1.95 -2.99
C 1.37 1.54 -4.00
C 3.77 1.23 -3.25
C 2.60 3.46 -3.12
H 2.58 1.20 2.54
H 3.15 2.80 2.26
H 1.44 2.63 2.72
H 3.63 2.72 -0.54
H -1.01 2.83 0.36
H -1.81 1.97 5.54
H -2.07 4.35 4.18
H -0.89 4.45 2.70
H -2.61 4.06 2.43
H -1.68 -2.08 3.45
H 0.14 -1.98 3.36
H -0.67 -2.86 4.69
H -2.87 -0.85 5.31
H -1.87 -1.84 6.24
H -1.88 -0.11 6.74
H 1.37 -0.68 4.97
H 0.65 0.30 6.23
H 0.54 -1.56 6.28
H -4.95 0.42 -0.64
H -4.78 0.17 1.92
H -3.38 0.58 2.86
H -4.31 1.83 1.86
H -4.26 -2.02 -2.47
H -5.36 -0.76 -2.60
H -4.57 -1.39 -4.06
H -1.66 -1.41 -3.13
H -2.20 -0.79 -4.79
H -1.28 0.21 -3.65
H -4.59 1.72 -3.08
H -2.91 2.10 -3.46
H -4.04 1.23 -4.62
H 1.34 0.44 -4.12
H 0.39 1.89 -3.67
H 1.61 1.94 -5.00
H 3.85 0.30 -2.61
H 3.91 0.86 -4.28
H 4.68 1.74 -2.99
H 1.63 4.00 -2.87
H 3.42 3.82 -2.48
H 3.04 3.74 -4.07
S 2.50 -1.31 0.27
C 3.02 -2.46 -0.86
C 4.07 -3.30 -0.35
C 4.69 -4.23 -1.14
C 5.78 -4.96 -0.65
N 6.76 -5.49 -0.31
C 4.18 -4.46 -2.47
C 3.11 -3.68 -3.00
C 2.58 -2.74 -2.19
S 1.14 -1.84 -2.70
C 4.64 -5.49 -3.37
N 5.03 -6.27 -4.14
H 4.40 -3.15 0.67
H 2.77 -3.87 -4.05
O -2.50 -2.93 -0.90
C -1.51 -3.16 -0.28
O -0.59 -2.19 0.00
H -1.28 -4.13 0.15
```

For the energy, the calculation gives -3542.72284 Eh. As for the net charge: -1. Its expectation value of S² is 0.754. Its LUMO energy (alpha / beta) is 2.3125 / 2.3136 eV. The gap between HOMO and LUMO (alpha / beta) comes out at 7.218 / 7.270 eV. Its spin multiplicity is 2.

Atom charges from the Mulliken analysis, given in e for atoms 1 to 6: number 1, Ti, carries 0.63; number 2, C, carries -1.26; number 3, C, carries -0.13; number 4, C, carries -1.05; number 5, C, carries -0.64; number 6, N, carries -0.11

[4]
Molecular formula: C3H5ClS
Method: DFT, ωB97M-V/def2-TZVPD

XYZ file:
```
10
Properties=species:S:1:pos:R:3
C -0.13 1.12 1.27
C 0.71 0.41 0.58
C -0.46 -1.22 -0.99
S 0.93 -1.24 0.22
Cl 2.36 1.64 -0.34
H 0.00 2.29 1.33
H -0.95 0.64 1.69
H -0.79 -2.19 -1.29
H -0.33 -0.77 -1.98
H -1.34 -0.70 -0.49
```

For the energy, the calculation gives -975.47618 Eh. As for the net charge: 0. Its expectation value of S² is 2.010. Its LUMO energy (alpha / beta) is 0.4800 / -3.6616 eV. The gap between HOMO and LUMO (alpha / beta) comes out at 6.982 / 6.148 eV. Its spin multiplicity is 3.

Atom charges from the Mulliken analysis, given in e for atoms 1 to 6: number 1, C, carries -0.50; number 2, C, carries -0.01; number 3, C, carries -0.79; number 4, S, carries 0.09; number 5, Cl, carries -0.22; number 6, H, carries 0.18

[5]
Molecular formula: C4H8NS
Method: DFT, ωB97M-V/def2-TZVPD

XYZ file:
```
14
Properties=species:S:1:pos:R:3
C 2.13 1.72 0.00
C -1.86 -0.46 0.14
C -0.75 0.40 -0.23
C 0.97 -1.21 0.22
N 0.47 0.07 -0.06
S -3.44 0.33 -0.27
H 1.86 2.70 0.36
H 2.30 1.45 -1.05
H -1.82 -1.38 -0.34
H -1.93 -0.50 1.22
H -1.18 1.32 -0.58
H 1.08 -1.18 1.25
H 1.91 -1.28 -0.35
H 0.27 -1.98 -0.30
```

For the energy, the calculation gives -609.61179 Eh. As for the net charge: +1. Its LUMO energy (alpha / beta) is -6.5521 / -6.7793 eV. The gap between HOMO and LUMO (alpha / beta) comes out at 6.906 / 6.251 eV.

Atom charges from the Mulliken analysis, given in e for atoms 1 to 6: number 1, C, carries -0.20; number 2, C, carries -0.75; number 3, C, carries 0.16; number 4, C, carries -0.87; number 5, N, carries -0.21; number 6, S, carries 0.01